# 1
Entry from OMol25: C31H48N9OPRh as an isolated structure in a non-equilibrium geometry (the ωB97M-V functional and the def2-TZVPD basis).

XYZ file:
```
91
Properties=species:S:1:pos:R:3:forces:R:3
Rh 0.648 0.433 -1.449 0.7 0.8 -0.7
C -2.059 2.137 -1.277 0.2 0.0 0.2
C -2.130 1.929 0.232 0.0 -0.1 0.0
C -0.820 1.981 1.017 0.0 0.3 0.0
N 0.375 1.462 0.348 0.1 -0.4 0.2
C 1.535 1.747 0.885 0.0 0.1 0.0
C 1.661 2.287 2.205 0.0 0.0 0.0
C 2.697 2.952 2.804 0.0 0.0 0.0
C 3.941 3.340 2.284 0.0 0.0 0.0
C 4.449 2.973 1.067 0.0 0.0 0.0
C 3.927 2.089 0.112 0.0 -0.1 0.0
C 2.718 1.407 0.073 0.1 0.0 0.1
N 2.489 0.407 -0.795 -0.1 0.0 -0.2
C 3.531 -0.095 -1.681 0.0 0.1 0.0
C 3.150 -1.433 -2.315 -0.1 0.0 0.1
C 2.156 -1.300 -3.476 0.2 0.1 -0.1
N 1.279 -0.169 -3.254 -0.7 -0.4 0.1
C 0.829 0.560 -4.273 0.2 0.1 -0.1
C 0.756 0.034 -5.572 0.1 0.0 0.0
C 0.454 0.630 -6.786 0.0 0.0 0.0
C 0.148 1.946 -7.071 0.0 -0.1 0.0
C 0.027 2.970 -6.144 0.0 0.0 0.1
C 0.143 2.961 -4.766 0.0 0.0 -0.1
C 0.465 1.929 -3.864 0.0 0.0 0.0
N 0.529 2.120 -2.549 0.2 0.2 0.2
C 0.123 3.372 -1.936 -0.2 -0.1 0.0
C -1.413 3.425 -1.797 0.0 0.0 0.0
H -3.068 2.042 -1.682 0.0 0.1 0.0
H -1.524 1.265 -1.681 -0.1 -0.1 -0.3
H -2.604 0.963 0.404 0.0 0.0 0.0
H -2.773 2.696 0.674 -0.1 0.0 0.0
H -0.986 1.461 1.964 0.0 0.0 0.0
H -0.605 3.029 1.263 0.0 0.0 0.0
H 0.786 2.150 2.827 0.0 0.0 0.0
H 2.507 3.258 3.827 0.0 0.0 0.0
H 4.554 3.974 2.911 0.0 0.0 0.0
H 5.419 3.386 0.812 0.0 0.0 0.0
H 4.577 1.905 -0.733 0.0 0.0 0.0
H 4.428 -0.242 -1.073 0.0 0.0 0.0
H 3.775 0.639 -2.460 0.0 0.0 0.0
H 2.746 -2.071 -1.534 0.0 -0.1 0.0
H 4.052 -1.924 -2.684 0.0 0.0 0.0
H 1.619 -2.243 -3.630 0.0 0.0 0.0
H 2.723 -1.097 -4.390 0.0 -0.1 0.0
H 0.953 -1.029 -5.624 0.0 0.0 0.0
H 0.463 -0.045 -7.635 0.0 0.0 0.0
H -0.019 2.200 -8.110 0.0 0.0 0.0
H -0.211 3.944 -6.559 0.0 0.0 0.0
H -0.021 3.928 -4.312 0.0 0.0 0.0
H 0.480 4.236 -2.501 0.0 0.0 0.0
H 0.602 3.432 -0.962 0.0 0.0 0.0
H -1.833 3.640 -2.782 0.0 0.0 0.0
H -1.679 4.266 -1.151 0.0 0.0 0.0
C -3.311 -3.150 0.994 0.1 -0.1 0.0
N -2.563 -3.093 2.247 -0.1 0.1 0.1
C -3.239 -3.785 3.340 0.0 0.0 0.0
P -1.700 -1.710 2.587 0.0 0.2 0.0
O -1.497 -0.881 1.378 -0.1 -0.3 0.1
N -2.458 -0.810 3.769 -0.1 -0.1 0.0
C -3.719 -0.180 3.394 0.0 0.1 0.0
C -2.347 -1.069 5.194 0.0 0.0 0.0
N -0.283 -2.227 3.284 0.0 0.1 0.0
C 0.674 -1.188 3.643 0.0 0.0 0.0
C -0.057 -3.513 3.915 0.0 0.0 -0.1
H -4.343 -2.806 1.131 0.0 0.0 0.0
H -3.346 -4.181 0.631 0.0 0.0 0.0
H -2.826 -2.527 0.249 0.0 0.0 0.0
H -3.212 -4.865 3.177 0.0 0.0 0.0
H -4.289 -3.481 3.416 0.0 0.0 0.0
H -2.759 -3.579 4.294 0.0 0.0 0.0
H -3.763 -0.051 2.313 0.0 0.0 0.0
H -3.797 0.807 3.855 0.0 0.0 0.0
H -4.580 -0.774 3.719 0.0 0.0 0.0
H -3.170 -1.688 5.570 0.0 0.0 0.0
H -2.370 -0.123 5.740 0.0 0.0 0.0
H -1.407 -1.565 5.425 0.0 0.0 0.0
H 0.476 -0.289 3.060 0.0 0.0 0.0
H 1.692 -1.523 3.417 0.0 0.0 0.0
H 0.641 -0.933 4.708 0.0 0.0 0.0
H -0.631 -4.288 3.411 0.0 0.0 0.0
H -0.314 -3.525 4.981 0.0 0.0 0.0
H 1.005 -3.765 3.837 0.0 0.0 0.0
N 0.458 -3.378 0.267 0.0 0.0 -0.1
C -0.406 -3.521 -0.791 0.0 0.0 0.0
C -0.395 -2.327 -1.436 0.1 -0.1 0.1
N 0.469 -1.475 -0.781 -0.5 -0.3 0.2
C 0.955 -2.131 0.241 0.0 0.1 0.2
H 0.667 -4.072 0.963 0.0 0.0 0.0
H -0.933 -4.437 -0.987 0.0 0.0 0.0
H -0.934 -2.025 -2.318 0.0 0.0 0.0
H 1.642 -1.731 0.966 0.0 0.0 0.0
```
Positions in Å, forces in eV/Å.

Computed properties:
LUMO level ... -2.66 eV
Kohn-Sham gap ... 6.77 eV
Charge ... +1
Maximum force ... 1.20 eV Å⁻¹
Spin multiplicity ... 1
E_HOMO ... -0.34674 Ha

Löwdin population analysis, charges in e, atoms 1 to 2:
1. Rh 1.20
2. C -0.20

=====

# 2
Entry from OMol25: a 5-piece molecular cluster, C20H45Cl8FNO3P2S overall (the ωB97M-V functional and the def2-TZVPD basis).

XYZ file:
```
81
Properties=species:S:1:pos:R:3:forces:R:3
C -4.325 -1.965 -2.132 -0.3 -0.3 0.1
C -3.378 -2.944 -1.447 0.2 0.2 0.1
C -2.135 -3.277 -2.275 -0.3 -0.3 0.0
N -1.506 -2.157 -2.918 0.3 0.5 0.2
P -0.446 -0.886 -2.198 0.1 -0.1 -0.6
P 0.793 -2.227 -0.762 0.1 0.3 0.2
C -0.263 -3.070 0.529 0.2 0.0 -0.2
C 1.265 -3.640 -1.871 -0.1 -0.3 0.6
C 1.609 -4.898 -1.067 0.0 0.0 0.0
O 0.450 0.496 -1.562 0.4 -0.4 0.1
C -0.413 1.481 -1.137 -0.1 0.3 0.0
C 0.437 2.662 -0.602 0.0 0.0 0.0
C 0.298 3.254 0.787 -0.1 -0.2 0.1
C 1.302 4.380 1.010 -0.2 -0.1 -0.1
C 1.124 5.117 2.341 0.1 -0.7 -0.2
C 1.752 4.378 3.519 0.0 -0.2 0.1
O 0.743 3.726 4.265 -0.5 0.2 0.0
C 1.046 3.476 5.612 0.1 -0.2 -0.2
C -1.572 0.735 -0.373 0.1 -0.5 -0.2
S -3.091 1.675 -0.797 -0.1 0.3 -0.1
C -1.494 0.398 1.124 -0.1 0.4 0.3
C -2.167 1.264 2.177 0.1 0.0 -0.3
F -3.228 0.535 2.759 0.0 0.1 0.0
O -1.616 -0.534 -0.968 -0.3 0.1 0.0
H -5.360 -2.298 -2.052 -0.1 0.0 0.0
H -4.268 -0.987 -1.671 0.1 0.3 -0.1
H -4.083 -1.860 -3.185 0.1 0.1 -0.1
H -3.879 -3.887 -1.225 -0.1 -0.2 0.0
H -3.063 -2.531 -0.494 0.0 0.1 0.2
H -2.482 -3.960 -3.047 0.0 0.0 -0.3
H -1.481 -3.891 -1.648 0.2 0.0 0.1
H -1.103 -2.405 -3.809 0.0 -0.1 0.0
H -1.036 0.050 -3.110 -0.1 0.0 0.0
H 0.645 -1.160 -3.122 -0.1 0.0 0.1
H -1.086 -2.414 0.787 -0.2 0.1 0.0
H 0.340 -3.229 1.418 0.1 0.0 0.2
H -0.653 -4.035 0.226 -0.2 -0.1 -0.1
H 2.167 -3.337 -2.381 0.0 0.2 -0.3
H 0.492 -3.868 -2.601 0.0 0.0 -0.3
H 0.729 -5.507 -0.874 -0.1 -0.1 0.0
H 2.337 -5.520 -1.588 0.0 -0.1 -0.1
H 2.037 -4.638 -0.101 0.1 0.0 0.1
H -0.930 1.894 -2.016 -0.2 0.0 -0.1
H 1.470 2.343 -0.721 0.1 -0.1 -0.1
H 0.300 3.487 -1.301 0.0 0.1 -0.2
H 0.486 2.490 1.532 -0.1 -0.3 0.4
H -0.706 3.639 0.946 -0.3 0.0 0.1
H 1.221 5.082 0.179 0.0 0.1 -0.1
H 2.298 3.939 0.968 0.2 0.1 -0.1
H 1.530 6.117 2.253 0.0 0.2 0.1
H 0.059 5.174 2.551 -0.2 0.4 0.1
H 2.297 5.055 4.181 0.1 0.2 0.1
H 2.456 3.628 3.151 0.2 -0.1 0.0
H 0.108 3.301 6.129 -0.1 -0.1 0.1
H 1.683 2.596 5.716 0.1 0.0 0.1
H 1.544 4.327 6.082 0.1 0.2 0.0
H -3.923 0.891 -0.112 -0.2 -0.1 0.2
H -0.451 0.223 1.372 0.3 -0.1 0.0
H -2.006 -0.555 1.201 0.0 -0.2 0.0
H -2.611 2.154 1.751 0.0 0.2 -0.1
H -1.498 1.537 2.981 0.2 0.0 0.3
C 2.722 8.656 0.895 0.0 0.0 0.0
Cl 0.978 8.529 1.137 -0.1 0.1 -0.1
Cl 3.239 8.006 -0.664 0.0 0.0 0.0
H 2.998 9.702 0.938 0.0 0.0 0.0
H 3.213 8.089 1.677 0.0 0.0 0.0
C -2.534 -7.248 -4.373 0.0 0.0 0.0
Cl -1.716 -5.761 -4.848 0.1 -0.1 -0.1
Cl -2.852 -7.317 -2.634 0.0 0.0 0.0
H -3.483 -7.297 -4.892 0.0 0.0 0.0
H -1.901 -8.087 -4.635 0.0 0.0 0.0
C 4.248 -3.172 -4.755 0.0 0.0 0.0
Cl 2.543 -2.895 -5.116 0.0 0.0 -0.1
Cl 4.708 -2.613 -3.141 0.0 0.0 0.0
H 4.441 -4.236 -4.811 0.0 0.0 0.0
H 4.842 -2.630 -5.480 0.0 0.0 0.0
C 1.879 -0.394 5.760 -0.1 0.0 -0.1
Cl 1.373 -0.181 4.089 0.0 0.0 -0.1
Cl 3.384 0.477 6.121 0.1 -0.1 0.1
H 1.104 -0.004 6.409 0.0 0.0 0.0
H 2.050 -1.448 5.941 0.0 0.0 0.0
```
Positions in Å, forces in eV/Å.

Computed properties:
LUMO level ... 2.11 eV
Kohn-Sham gap ... 5.48 eV
Charge ... -1
Maximum force ... 0.75 eV Å⁻¹
Spin multiplicity ... 1
E_HOMO ... -0.12385 Ha

Löwdin population analysis, charges in e, atoms 1 to 2:
1. C -0.11
2. C -0.25

=====

# 3
Entry from OMol25: a 5-piece molecular cluster, C36H73BrNO16S4 overall in a non-equilibrium geometry (the ωB97M-V functional and the def2-TZVPD basis).

XYZ file:
```
131
Properties=species:S:1:pos:R:3:forces:R:3
C 4.389 -2.146 3.989 0.2 -0.5 0.9
C 4.907 -3.130 2.775 0.3 0.8 -0.3
C 5.627 -2.172 1.613 0.2 -0.5 0.4
C 4.723 -1.999 0.256 0.8 0.2 -1.2
C 5.120 -0.641 -0.635 -0.1 0.1 1.4
C 4.776 0.701 0.256 0.8 -0.4 -0.1
C 4.783 2.064 -0.659 0.0 0.5 0.2
C 3.309 2.848 -0.673 0.8 -0.6 -0.7
C 2.668 3.051 0.830 -0.4 0.2 -0.7
C 3.760 3.497 1.979 -0.7 0.9 0.6
C 3.884 2.395 3.192 1.0 -0.4 -0.1
C 3.683 3.003 4.701 0.1 -0.3 0.9
C 2.636 2.107 5.645 -0.4 0.5 -0.6
C 1.146 2.067 4.963 -1.0 -0.4 0.0
C 0.264 3.450 5.166 -0.2 -1.0 -0.1
C -0.720 3.797 3.876 -0.2 1.3 0.3
C -2.084 2.884 3.835 0.3 -0.7 0.5
C -1.839 1.337 3.304 0.1 0.3 0.4
C -1.134 1.262 1.814 0.9 0.0 1.3
C -0.848 -0.311 1.495 1.2 0.6 0.1
C -1.799 -1.023 0.385 3.1 -2.2 0.3
N -2.940 -0.200 -0.158 -0.3 -0.8 -0.8
C -4.108 -0.008 0.802 -2.3 1.1 0.2
C -4.542 -1.350 1.632 0.2 0.1 1.7
C -3.258 -2.218 2.236 -0.8 -1.0 -0.9
C -2.274 -2.516 0.960 -0.8 1.4 0.0
C -1.025 -3.532 1.261 -0.9 -1.3 -2.6
Br -0.552 -3.723 3.210 -0.1 0.5 -1.4
C -1.548 -5.048 0.785 -0.3 -0.4 1.8
C -0.388 -6.200 0.892 -0.1 -0.3 -0.9
H 4.302 -2.781 4.992 0.0 1.4 -2.1
H 3.345 -1.642 3.776 2.1 -1.1 0.3
H 5.170 -1.279 4.231 -1.6 -1.9 -0.7
H 4.010 -3.749 2.320 1.8 1.3 0.9
H 5.721 -3.900 3.152 -1.8 1.7 -0.6
H 6.664 -2.688 1.349 -2.2 1.2 0.3
H 5.892 -1.149 2.154 -0.7 -2.1 -1.4
H 4.968 -2.913 -0.473 -0.8 1.8 1.7
H 3.567 -1.975 0.464 2.2 -0.1 -0.2
H 4.507 -0.580 -1.635 1.2 -0.3 1.9
H 6.272 -0.674 -0.855 -2.2 0.1 0.2
H 5.606 0.825 1.101 -1.8 -0.4 -1.8
H 3.769 0.487 0.817 1.7 0.7 -1.2
H 5.121 1.829 -1.779 -0.9 0.4 2.5
H 5.622 2.783 -0.232 -1.8 -1.4 -0.9
H 2.615 2.173 -1.370 1.2 1.6 1.6
H 3.451 3.890 -1.238 -0.4 -2.3 1.4
H 2.092 2.059 1.162 1.4 2.0 -0.7
H 1.819 3.880 0.712 1.8 -1.7 0.4
H 3.336 4.492 2.480 0.9 -2.1 -1.1
H 4.820 3.809 1.530 -2.4 -0.9 0.9
H 4.982 1.931 3.144 -2.4 0.9 0.2
H 3.156 1.485 2.997 1.3 1.9 0.4
H 3.265 4.103 4.738 0.8 -2.1 -0.5
H 4.758 3.043 5.212 -2.4 -0.1 -0.9
H 2.991 0.992 5.780 -0.5 2.4 -0.2
H 2.509 2.663 6.692 0.4 -1.4 -2.2
H 1.154 1.792 3.802 0.3 0.6 2.4
H 0.502 1.204 5.470 1.5 1.7 -1.0
H -0.451 3.248 6.088 1.5 0.7 -1.8
H 1.011 4.312 5.429 -1.6 -1.4 -0.7
H -1.075 4.923 4.044 0.7 -2.4 -0.4
H -0.127 3.821 2.843 -1.2 -0.3 2.3
H -2.485 2.831 4.952 0.8 0.1 -2.3
H -2.959 3.343 3.194 1.9 -0.7 1.1
H -1.114 0.725 4.028 -1.6 1.5 -1.5
H -2.879 0.792 3.373 2.0 0.9 -0.4
H -0.067 1.783 1.942 -2.4 -1.1 -0.4
H -1.686 1.866 0.981 0.8 -1.1 1.5
H -0.825 -0.873 2.548 -0.3 1.0 -2.6
H 0.278 -0.379 1.102 -2.5 0.0 0.7
H -1.102 -1.280 -0.551 -1.6 0.8 1.9
H -3.343 -0.759 -0.971 0.5 0.5 0.9
H -2.619 0.709 -0.609 -0.4 -1.3 1.1
H -5.040 0.273 0.112 2.4 -0.4 1.9
H -3.899 0.941 1.453 -0.2 -2.2 -1.0
H -5.130 -0.968 2.599 1.1 -0.6 -2.3
H -5.306 -2.055 1.068 1.8 1.6 0.8
H -3.662 -3.264 2.621 0.7 2.2 -0.8
H -2.745 -1.706 3.155 -0.9 -0.8 -2.1
H -2.923 -2.981 0.073 1.3 0.7 2.0
H -0.089 -3.305 0.565 -1.8 -0.1 2.0
H -2.394 -5.327 1.578 1.7 0.6 -1.7
H -2.079 -5.040 -0.258 1.3 0.2 1.8
H 0.446 -5.996 0.088 -1.5 -0.3 1.6
H 0.119 -6.305 1.942 -1.2 0.4 -2.0
H -0.866 -7.246 0.610 1.0 2.2 0.6
C -7.310 -0.395 -4.011 -0.4 0.8 -0.3
C -6.093 0.519 -4.126 0.0 -0.3 -0.9
O -5.587 0.636 -2.798 -0.3 -0.8 0.8
S -5.876 -0.756 -1.997 -1.5 0.8 -0.8
O -4.676 -1.562 -2.047 -0.7 0.4 0.4
O -6.561 -0.440 -0.765 4.2 1.0 -4.6
O -6.955 -1.383 -3.045 1.4 0.1 1.0
H -8.180 0.152 -3.634 0.1 0.0 -0.1
H -7.564 -0.867 -4.964 0.1 -0.1 0.3
H -6.347 1.502 -4.530 0.1 -0.1 0.3
H -5.314 0.061 -4.745 -0.1 0.1 0.0
C 3.782 0.602 -5.596 0.9 -0.1 -0.4
C 4.555 1.321 -4.494 -0.2 -0.7 0.3
O 4.172 2.690 -4.602 -0.9 0.2 -0.7
S 2.630 2.769 -5.127 0.1 0.3 -0.2
O 1.771 2.945 -3.977 0.8 -0.1 -1.5
O 2.584 3.634 -6.283 -0.1 -1.0 1.8
O 2.498 1.223 -5.628 -0.3 1.0 0.7
H 4.256 0.749 -6.571 -0.1 -0.1 0.4
H 3.682 -0.469 -5.399 -0.2 0.2 0.1
H 5.637 1.213 -4.606 -0.2 0.3 -0.1
H 4.255 0.963 -3.504 0.1 0.0 -0.1
C 3.423 -1.377 -9.728 -0.7 0.1 0.1
C 3.012 -0.218 -10.632 0.0 -0.6 -0.5
O 3.757 0.904 -10.162 0.8 -0.3 0.9
S 5.190 0.383 -9.583 0.5 0.2 -0.7
O 6.184 0.556 -10.619 -1.2 -0.2 1.8
O 5.354 0.894 -8.242 0.1 -0.4 -1.8
O 4.819 -1.202 -9.494 0.3 1.0 -0.3
H 2.906 -1.328 -8.764 0.0 0.0 -0.1
H 3.233 -2.349 -10.192 0.3 0.2 0.1
H 1.940 -0.015 -10.588 0.3 0.2 0.1
H 3.304 -0.405 -11.671 -0.1 -0.1 0.1
C -10.384 -1.327 2.557 -0.2 -0.7 0.3
C -9.284 -1.398 3.612 -0.6 0.4 0.4
O -8.061 -1.356 2.880 0.0 0.2 -1.1
S -8.276 -0.450 1.541 -0.4 -0.3 0.0
O -7.793 0.885 1.817 -0.3 -1.6 -0.8
O -7.852 -1.220 0.395 -3.5 -0.5 4.6
O -9.906 -0.416 1.569 1.1 0.4 0.2
H -10.535 -2.300 2.078 0.0 0.1 0.1
H -11.333 -0.976 2.972 0.2 0.1 -0.2
H -9.342 -2.308 4.214 0.2 0.1 -0.2
H -9.313 -0.524 4.271 -0.1 -0.1 0.0
```
Positions in Å, forces in eV/Å.

Computed properties:
LUMO level ... -2.29 eV
Kohn-Sham gap ... 9.53 eV
Charge ... +1
Maximum force ... 6.29 eV Å⁻¹
Spin multiplicity ... 1
E_HOMO ... -0.43420 Ha

Löwdin population analysis, charges in e, atoms 1 to 2:
1. C -0.16
2. C -0.25

=====

Results for M: 696.7; 744.2; 984.1 (in g mol⁻¹, following the order of the records).